Entry from OMol25: one molecule with the formula C6H6Cl2OSi in a non-equilibrium geometry (the ωB97M-V functional and the def2-TZVPD basis).

Structure (XYZ):
```
16
Properties=species:S:1:pos:R:3:nbo_charge:R:1
O 0.76743 1.68526 3.46833 -1.04
Si 0.64547 2.30425 1.79148 1.66
Cl 2.59994 2.87243 1.65633 -0.36
Cl -0.70311 3.77311 1.91020 -0.35
C 0.19749 0.96804 0.47288 -0.49
C 1.01704 -0.07960 0.35696 -0.20
C 0.84261 -1.08940 -0.54944 -0.21
C -0.18347 -0.98155 -1.51281 -0.18
C -1.09802 0.08189 -1.44064 -0.23
C -0.98758 1.02527 -0.40538 -0.17
H -0.09966 1.41988 3.70289 0.47
H 1.98408 -0.03202 0.84827 0.22
H 1.38679 -2.02788 -0.54699 0.22
H -0.51856 -1.87498 -2.19081 0.22
H -1.81910 0.07405 -2.23303 0.22
H -1.61102 1.87105 -0.32773 0.22
```

Results
LUMO level   0.440 eV
Orbital gap   10.10 eV
Energy   -1517.48444 Eh